The following is a DFT calculation (ωB97M-V/def2-TZVPD) of a molecular structure, C11H26AuN6O7 in a non-equilibrium geometry.

The geometry in XYZ format:
```
51
Properties=species:S:1:pos:R:3:forces:R:3:lowdin_charge:R:1
O -1.7758 2.9355 -2.1172 -3.076 1.714 3.083 -0.153
H -2.5442 3.5137 -2.3312 0.655 -0.069 -0.048 0.099
Au -0.6447 0.1003 0.1625 3.892 -1.129 -2.102 1.340
N -1.3784 1.9270 0.9587 -1.703 -0.846 1.346 -0.167
N 0.9283 1.4342 -0.1499 0.181 1.329 1.049 -0.130
N -1.9537 -1.5646 0.0013 -0.042 -1.666 1.365 -0.225
N 0.4474 -1.2981 -0.9396 -1.820 -2.160 0.424 -0.117
O -2.5144 2.0483 1.4855 1.676 0.238 -0.736 0.042
O -3.0750 -1.5567 0.6131 1.060 -0.284 -0.920 -0.096
O 1.7211 -1.1428 -1.3013 0.130 1.781 0.722 -0.056
O 2.1200 1.1826 -0.5259 -1.465 -0.809 -0.120 -0.015
C 0.7182 2.6919 0.3153 0.877 -0.975 -0.429 -0.212
C -0.5371 2.9817 0.8460 -0.232 -0.125 -0.140 -0.225
C -1.4399 -2.6462 -0.6278 -1.627 1.525 1.090 -0.261
C -0.1148 -2.5120 -1.0701 2.799 2.911 -0.365 -0.231
C -0.9917 4.3089 1.2664 0.131 0.677 0.429 0.018
H -1.5397 4.8227 0.4785 -0.252 -0.222 -0.157 0.112
H -0.1503 4.9531 1.4859 0.196 0.033 0.125 0.085
H -1.6163 4.2386 2.1531 -0.129 -0.012 -0.063 0.100
C 1.9196 3.5457 0.2456 0.080 1.453 0.143 0.014
H 2.2537 3.6831 -0.7844 -0.127 -0.197 -0.087 0.109
H 2.7760 3.1035 0.7709 -0.387 -0.002 0.033 0.113
H 1.7186 4.5518 0.6282 0.106 -0.304 0.076 0.090
C -2.2313 -3.8780 -0.8154 -0.369 -0.270 -0.019 -0.001
C 0.7374 -3.5785 -1.6436 0.085 -0.907 -0.055 0.014
H -3.2778 -3.5922 -0.8926 -0.125 -0.140 0.101 0.091
H -2.1157 -4.5237 0.0623 -0.123 -0.048 -0.143 0.108
H -1.9572 -4.4350 -1.7229 0.082 0.245 0.362 0.098
H 1.7807 -3.2614 -1.7164 -0.374 -0.007 0.030 0.088
H 0.4049 -3.8980 -2.6408 -0.052 0.144 0.232 0.112
H 0.6912 -4.4607 -0.9889 -0.079 0.136 -0.203 0.108
H -3.2956 0.1770 0.0382 0.491 0.353 -1.313 0.067
H 1.9813 -0.1043 -0.9760 0.023 -1.340 -0.517 0.066
C -0.5736 1.8692 -3.3736 3.080 -1.894 -0.764 0.003
H 0.1732 2.6663 -3.2004 -1.141 -0.068 -0.655 0.011
H -1.5806 1.9384 -3.7776 1.181 -0.415 -0.630 0.017
H -0.0045 0.9170 -3.1790 -1.237 0.448 -0.416 -0.007
O -2.7793 0.6244 -0.7064 -1.986 -0.340 -1.410 -0.197
H -2.2254 2.3028 -1.5039 0.439 0.212 -0.469 0.028
H -2.6451 -0.0552 -1.4233 -0.830 1.112 1.002 0.091
C 3.6674 -1.6412 2.0125 0.520 -0.092 0.045 -0.056
N 2.4052 -2.1806 2.4578 -0.720 0.209 0.068 0.015
C 1.2532 -1.4656 2.4568 -0.447 -0.110 -0.071 -0.589
N 0.1347 -2.1951 2.8764 1.047 0.299 -0.291 0.153
O 1.1599 -0.2938 2.0486 0.110 -0.934 0.416 -0.055
H 3.5022 -0.6698 1.5424 -0.042 -0.205 0.092 0.079
H 4.1292 -2.3254 1.2913 -0.080 0.217 0.090 0.091
H 4.3493 -1.5201 2.8621 -0.059 0.069 -0.202 0.091
H 2.3532 -3.1345 2.7871 0.188 0.222 -0.116 0.141
H -0.6859 -1.6364 3.0305 -0.110 -0.027 0.260 0.094
H 0.3218 -2.9474 3.5312 -0.396 0.273 -0.143 0.104
```
Forces are in eV/Å.

Output
DFT total energy   -1425.0182 Eh
LUMO (alpha / beta)   -0.183 / -0.203 Ha
Charge   +1
⟨S²⟩   2.12
Multiplicity   3
Orbital gap (alpha / beta)   4.56 / 6.11 eV



The following is a DFT calculation (ωB97M-V/def2-TZVPD) of a molecular structure, C11H26IrN3OP2 in a non-equilibrium geometry.

The geometry in XYZ format:
```
44
Properties=species:S:1:pos:R:3:forces:R:3:lowdin_charge:R:1
C -0.2441 1.0657 -3.8556 -1.901 2.254 -4.875 -0.417
C 0.1344 0.0199 -4.7217 -0.245 0.785 -0.796 -0.204
C 0.0056 -1.3101 -4.3498 -0.130 -1.799 -1.302 -0.181
C -0.3184 -1.7209 -3.0474 -1.548 -0.177 0.736 -0.224
C -0.8772 -0.8343 -2.1055 -2.974 -3.835 0.576 -0.286
Ir 0.5654 0.3337 -2.3747 6.848 0.884 3.461 1.316
P 0.1665 2.5741 -1.5436 -0.594 1.767 0.757 0.736
H -0.2370 2.1076 -4.2097 -0.012 -0.578 -0.118 0.035
H 0.4770 0.2584 -5.7504 0.003 -0.150 0.743 0.131
H 0.1384 -2.1059 -5.0784 0.386 0.273 0.010 0.116
H -1.3551 -1.1900 -1.1794 0.567 -0.270 -0.607 0.050
H -0.2037 -2.7758 -2.7666 0.072 0.323 -0.128 0.125
H -1.0000 2.7696 -0.7282 0.657 0.533 0.011 -0.075
H 0.0334 3.6396 -2.4656 -0.073 -0.223 0.194 -0.068
H 1.2883 3.0370 -0.8138 -0.464 0.018 0.129 -0.068
C -2.3242 0.5539 -0.1718 -0.129 0.307 -0.175 -0.168
N -1.3770 0.0994 0.8641 0.760 0.416 -0.670 -0.297
C -2.1215 -0.1736 2.1132 -0.115 -0.012 -0.010 -0.106
P 0.2963 -0.0807 0.8175 0.337 -0.925 2.410 0.611
O 1.2437 0.2994 -0.3260 -1.346 0.058 -0.354 -0.529
N 0.7977 0.7998 2.1603 -0.241 -0.135 -0.782 -0.298
C 2.2633 0.9219 2.2727 0.105 -0.193 0.078 -0.087
C 0.0147 1.9339 2.6838 -0.028 -0.096 -0.046 -0.092
N 0.6480 -1.7085 1.0832 0.233 0.887 -0.546 -0.292
C 1.9229 -2.2412 0.5563 0.069 -0.114 0.006 -0.101
C 0.2380 -2.3378 2.3438 0.106 -0.020 -0.051 -0.098
H -2.8761 1.4375 0.1940 0.117 -0.361 0.005 0.095
H -3.0356 -0.2643 -0.3768 0.053 0.392 0.095 0.101
H -1.8637 0.8166 -1.1422 -0.302 -0.151 0.947 0.005
H -2.8427 -0.9893 1.9244 0.297 0.268 0.126 0.102
H -1.4710 -0.4561 2.9489 -0.163 0.162 -0.349 0.070
H -2.6927 0.7307 2.3867 0.234 -0.338 -0.009 0.096
H 2.7210 1.3139 1.3456 -0.148 -0.118 0.448 0.083
H 2.4799 1.6011 3.1021 0.079 -0.237 -0.162 0.089
H 2.7071 -0.0592 2.5036 -0.064 0.345 -0.090 0.080
H -0.6529 2.3510 1.9030 0.294 -0.082 0.583 0.075
H -0.5744 1.6016 3.5554 0.103 0.333 -0.362 0.084
H 0.7201 2.7050 3.0234 -0.384 -0.134 -0.198 0.088
H 2.7349 -2.1255 1.2948 -0.156 -0.019 -0.294 0.087
H 1.7969 -3.3137 0.3583 -0.001 0.249 0.048 0.091
H 2.2116 -1.7493 -0.3836 -0.151 -0.207 0.496 0.068
H 0.5478 -1.7157 3.2059 -0.243 -0.349 -0.204 0.089
H -0.8467 -2.5173 2.3500 0.415 0.008 0.150 0.077
H 0.7609 -3.3022 2.3995 -0.322 0.260 0.119 0.092
```
Forces are in eV/Å.

Output
DFT total energy   -1460.7117 Eh
LUMO (alpha / beta)   -0.108 / -0.208 Ha
Charge   +1
⟨S²⟩   8.79
Multiplicity   6
Orbital gap (alpha / beta)   5.86 / 6.51 eV



The following is a DFT calculation (ωB97M-V/def2-TZVPD) of a molecular structure, C11H26O6Si in a non-equilibrium geometry.

The geometry in XYZ format:
```
44
Properties=species:S:1:pos:R:3:forces:R:3:lowdin_charge:R:1
O -3.3394 0.8216 -2.1946 1.909 0.366 -3.172 -0.169
O 3.1436 3.1500 -1.4788 1.327 -1.432 0.407 -0.194
O -0.7057 -0.4694 4.1597 -1.420 -0.203 -1.040 -0.160
O 0.0585 0.2940 -1.0868 1.146 0.435 0.164 -0.139
O 2.4125 0.0150 0.3307 -2.383 -0.528 -0.726 -0.177
O -0.0033 -0.8078 1.4355 -0.797 -0.123 -4.371 -0.167
C -4.3251 0.2597 -1.4836 -1.754 -0.010 2.402 -0.152
C 1.9866 3.8326 -1.8482 0.082 0.210 0.560 -0.119
C -1.9231 -0.3996 3.3714 1.281 2.042 -0.116 -0.075
C 0.3873 -3.1882 -1.3836 -1.645 -0.053 0.950 -0.159
C -2.1402 0.9811 -1.5161 1.080 2.674 -0.606 -0.206
C 3.0391 1.7236 -1.2374 0.240 0.810 -0.265 -0.169
C 0.1595 -1.4861 3.7124 -0.726 -1.166 1.318 -0.223
C -1.2141 -0.2221 -1.3186 -1.328 0.294 -1.594 -0.232
C 2.4005 1.4256 0.1179 1.371 0.150 1.046 -0.240
C 0.8483 -1.2085 2.4129 2.228 1.323 2.503 -0.291
C 1.4419 -2.2147 -0.9719 0.336 0.984 1.055 -0.226
Si 0.8588 -0.6694 -0.0322 2.772 -0.228 0.403 0.429
H -5.3541 0.5007 -1.8591 1.107 -0.518 -0.034 0.115
H -4.1847 0.7799 -0.5503 -1.113 0.081 1.327 0.073
H -4.1595 -0.7827 -1.2026 -0.321 -0.430 -0.592 0.093
H 1.7520 3.6109 -2.8615 -1.005 -0.949 -0.896 0.070
H 1.1946 3.6052 -1.0940 0.110 0.720 -0.926 0.099
H 2.2661 4.8884 -1.9924 -0.237 -0.120 1.044 0.094
H -2.5402 0.3762 3.8068 -0.066 0.096 0.297 0.086
H -1.6711 -0.0899 2.3500 -0.327 -0.088 0.405 0.072
H -2.4813 -1.2889 3.3232 -0.486 -1.558 0.239 0.069
H -0.0087 -3.6950 -0.5338 -0.343 -0.369 1.132 0.062
H 0.7070 -3.9988 -1.9536 0.908 -1.133 -1.460 0.048
H -0.5453 -2.8036 -1.8382 0.848 0.265 -0.110 0.068
H -2.3201 1.4736 -0.5631 -0.330 -0.367 0.779 0.117
H -1.6014 1.8917 -2.0058 -0.403 -2.081 0.113 0.165
H 2.5450 1.1700 -2.0379 -0.820 0.381 -0.129 0.117
H 4.0435 1.2757 -1.3407 -0.096 0.624 0.715 0.133
H 0.8290 -1.5340 4.5702 0.793 -0.230 -0.461 0.129
H -0.3259 -2.4999 3.7107 -0.136 0.744 -0.224 0.136
H -1.2716 -0.9225 -2.2082 0.143 0.835 0.923 0.144
H -1.4495 -0.7173 -0.4045 -1.211 -0.991 0.433 0.095
H 2.9543 1.8916 0.9716 -0.056 -0.205 -0.866 0.143
H 1.3953 1.7934 0.2311 -0.496 0.482 -0.384 0.091
H 1.4530 -0.2830 2.5759 0.464 -1.085 0.386 0.138
H 1.4796 -2.0666 2.1385 0.061 0.119 0.067 0.132
H 1.9056 -1.8200 -1.8706 0.245 0.450 -0.063 0.080
H 2.3026 -2.5923 -0.3506 -0.953 -0.219 -0.633 0.100
```
Forces are in eV/Å.

Output
DFT total energy   -1175.6270 Eh
LUMO   0.025 Ha
Orbital gap   10.36 eV



The following is a DFT calculation (ωB97M-V/def2-TZVPD) of a molecular structure, C11H27BeN2O9 in a non-equilibrium geometry.

The geometry in XYZ format:
```
50
Properties=species:S:1:pos:R:3:forces:R:3:lowdin_charge:R:1
Be 1.3203 46.4206 34.9635 3.318 0.507 -0.080 0.141
C 3.5024 46.9580 34.9984 4.006 -1.889 -0.735 -1.094
O 4.6451 46.9200 34.6397 6.301 1.460 -1.118 0.007
O 2.6796 47.7480 34.6129 -1.159 6.020 -3.435 -0.040
O 3.0372 45.9914 35.5682 -2.378 -1.118 4.470 -0.063
O 1.8672 42.6651 34.5207 -0.423 -0.836 0.080 0.114
C 2.3310 43.9134 34.7521 6.481 0.398 -1.925 -0.724
O 3.5121 44.2287 34.6014 -0.645 -4.651 -1.111 0.059
O 1.4375 44.7026 35.0520 -4.246 -1.106 -3.796 -0.105
H 0.9656 42.9737 34.6369 -1.133 -1.254 -0.063 0.087
C -1.9477 45.5016 32.7628 0.617 -0.815 -0.910 -0.055
C -0.5875 45.6818 33.3570 -0.456 0.688 1.662 -0.360
C 0.5848 45.9728 32.3771 -0.496 -0.149 1.134 -0.110
O 1.6950 46.5176 33.0785 -1.022 -1.148 -1.177 -0.157
C 2.9823 46.0876 32.5317 0.699 -0.049 -1.051 -0.009
N -0.6763 46.6941 34.4336 -2.431 4.757 -10.775 -0.078
H -1.8413 44.5307 32.2789 -0.964 -0.185 -0.351 0.083
H -2.1986 46.2650 32.0263 -0.099 0.059 0.054 0.081
H -2.6673 45.4868 33.5814 -0.213 -0.229 -0.307 0.079
H -0.3718 44.8148 33.9813 0.250 -0.692 -0.781 0.120
H 0.2464 46.7354 31.6755 -0.037 -0.223 -0.572 0.132
H 0.8562 45.0097 31.9448 -0.102 0.098 -0.520 0.138
H 3.8152 46.7686 32.7073 -0.657 0.337 0.893 0.096
H 2.9854 46.0546 31.4422 -0.930 -0.114 -0.362 0.088
H 3.3030 45.1223 32.9234 -0.371 0.206 0.061 0.091
H -1.5514 46.7298 34.9365 -0.222 -0.379 -0.920 0.107
H -0.6164 47.5778 33.9482 -0.353 0.821 -0.514 0.121
C 1.6727 46.6115 37.4146 0.005 -0.734 3.392 -0.036
C 0.7206 45.4375 37.0429 2.148 0.805 3.797 -0.286
C -0.0577 44.8871 38.2680 1.236 -1.305 -0.610 -0.141
O 0.8803 44.3403 39.2163 -0.147 0.354 0.190 -0.185
C 0.4752 43.2574 40.0354 0.346 0.445 -0.053 -0.127
N -0.0125 46.0512 35.9611 0.131 -5.401 9.983 -0.107
H 2.2646 47.0136 36.5925 -0.563 -0.792 1.814 0.063
H 2.4048 46.2382 38.1307 -0.023 -0.061 0.227 0.101
H 1.0835 47.3791 37.9164 0.055 0.114 0.556 0.063
H 1.3768 44.7404 36.5220 -0.739 -0.292 2.374 0.113
H -0.6030 44.0010 37.9431 -0.798 0.056 -0.331 0.109
H -0.7231 45.6137 38.7344 -0.152 0.234 0.202 0.115
H -0.3058 43.4753 40.7639 -0.306 0.495 0.020 0.072
H 1.3604 43.0000 40.6170 0.023 -0.120 -0.094 0.084
H 0.1402 42.3702 39.4981 0.061 -0.050 -0.481 0.077
H -0.7113 45.3902 35.6529 0.845 -1.446 -0.080 0.128
H -0.6574 46.5843 36.5269 0.610 0.975 -0.194 0.097
C -0.2002 48.5718 36.1889 0.087 0.214 1.639 -0.074
O 1.1299 48.1496 35.6705 -7.688 3.891 0.690 -0.151
H -0.9851 47.9258 35.7956 0.606 1.462 0.214 0.049
H -0.1803 48.3678 37.2595 -0.242 0.093 0.228 0.065
H -0.6228 49.5762 36.1603 0.949 0.627 -0.846 0.083
H 1.8179 48.7755 35.9082 0.222 -0.078 -0.490 0.137
```
Forces are in eV/Å.

Output
DFT total energy   -1236.3444 Eh
LUMO   0.075 Ha
Charge   -1
ΔE to the lowest compared entry with this formula, charge and spin   1033.30 kJ/mol
Orbital gap   4.30 eV